w | Here is an isolated molecule of C6H10N2S from the Open Molecules 2025 dataset. Energies are from wB97M-V/def2-TZVPD.

Each line ends with the Löwdin charge.
Geometry (Å):
1 C 0.86103 0.93781 1.16057  -0.097
2 C 0.54983 0.17046 -0.10089  -0.552
3 C 1.22948 0.85605 -1.32857  0.007
4 C 0.76296 -1.37377 0.03160  -0.093
5 C -0.94919 0.12351 -0.02555  -0.254
6 C -2.08698 -1.31934 0.03663  -0.302
7 S -3.48675 -0.47576 0.04109  0.944
8 N -2.96888 1.06337 0.07470  -0.369
9 N -1.67807 1.15323 -0.02074  -0.075
10 H 1.90471 0.92295 1.60406  0.094
11 H 0.77774 2.04984 1.11691  0.091
12 H 0.29545 0.58184 2.08893  0.110
13 H 2.18785 0.47914 -1.34318  0.058
14 H 0.57781 0.63478 -2.15555  0.089
15 H 1.24403 1.86217 -1.06018  0.058
16 H 0.64986 -1.93775 -0.95803  0.104
17 H 1.88411 -1.52365 0.21492  0.094
18 H 0.19360 -1.89446 0.87082  0.091
19 H -1.94861 -2.31039 -0.24753  0.004

E_HOMO: -8.930 eV
SMILES: CC(C)(C)c1csnn1
Kohn-Sham gap: 9.04 eV
2S+1: 1

x | Here is an isolated molecule of C6H10N2S from the Open Molecules 2025 dataset. Energies are from wB97M-V/def2-TZVPD.

Each line ends with the Löwdin charge.
Geometry (Å):
1 C 1.82473 1.80868 -0.17474  -0.023
2 C 1.61892 0.29571 0.03336  -0.334
3 N 2.67090 -0.63531 -0.34918  0.017
4 C 2.22269 -1.87522 -0.21897  -0.513
5 S 0.67221 -1.97318 0.37350  1.039
6 C 0.45154 -0.26245 0.46885  -0.506
7 C -0.85606 0.20522 0.99686  -0.180
8 C -2.06732 0.28907 -0.15765  -0.190
9 N -2.43239 -1.10040 -0.69445  -0.048
10 H 1.70364 2.24796 0.76948  0.059
11 H 1.31785 2.14415 -1.11473  0.101
12 H 2.80941 1.87604 -0.48132  0.036
13 H 2.78867 -2.68598 -0.60540  0.060
14 H -1.19300 -0.28135 1.86736  0.073
15 H -0.84668 1.27747 1.37269  0.120
16 H -1.64756 0.72922 -1.03226  0.076
17 H -3.03147 0.83875 0.19983  0.121
18 H -3.26923 -1.00146 -1.18330  0.011
19 H -2.73684 -1.89691 -0.06993  0.082

E_HOMO: -8.900 eV
SMILES: Cc1ncsc1CCN
Kohn-Sham gap: 9.70 eV
2S+1: 1

Q: Which of them is the most stable? A: x.